(1)
Molecular formula: C5H12N2O
Method: DFT, wB97M-V/def2-TZVPD

Cartesian coordinates (Å):
1 N -1.8474 -0.8849 2.0895
2 C -0.5078 -0.8115 1.3443
3 C 0.3207 0.3906 1.1770
4 N 1.1179 0.4812 0.0031
5 C 1.1279 -0.4773 -1.1428
6 C -0.1107 -0.6390 -2.0084
7 C -0.1132 0.7254 -2.8462
8 O 0.2910 1.3170 1.9802
9 H -2.5490 -0.6918 1.3261
10 H -1.7379 -0.3331 2.8806
11 H -0.7193 -1.3139 0.4127
12 H 0.1926 -1.4227 1.8405
13 H 1.5726 1.3829 -0.0469
14 H 1.2416 -1.4859 -0.6810
15 H 1.9099 -0.1725 -1.8467
16 H -0.0581 -1.4220 -2.8021
17 H -1.0986 -0.6544 -1.5042
18 H 0.7380 0.8890 -3.7141
19 H -1.1695 0.8640 -3.3199
20 H 0.1554 1.5218 -2.1776

Atomic forces in eV per Å
N 1.91 -0.98 -4.15
C -2.10 -1.60 0.18
C -0.10 2.75 -1.41
N -1.33 -0.55 0.70
C -0.33 -1.58 1.62
C -0.43 3.01 -2.34
C -0.46 -0.39 -2.44
O 0.36 -0.78 -0.49
H 0.67 0.47 2.16
H -0.86 1.70 1.38
H 0.25 -0.02 -0.30
H 0.74 -1.41 0.91
H 0.05 -0.23 -0.24
H 0.98 0.63 -0.41
H 0.28 -0.44 0.62
H 0.21 0.06 1.20
H 0.78 -0.30 -0.07
H -2.14 -1.13 1.96
H 2.03 0.18 0.72
H -0.54 0.60 0.41

Properties
SMILES   CCCNC(=O)CN
Charge   0
Kohn-Sham gap   10.2980 eV
Energy relative to the best compared isomer or geometry (same formula, charge and spin)   55.75 kcal per mole
HOMO energy   -9.44 eV
E_LUMO   0.855 eV
F_max   0.091 hartree/bohr



(2)
Molecular formula: C5H12N2O
Method: DFT, wB97M-V/def2-TZVPD

Cartesian coordinates (Å):
1 O -1.4152 1.8162 2.5916
2 C -0.9341 1.0184 1.7971
3 N -1.5927 0.7332 0.6425
4 C -1.2453 -0.3018 -0.2962
5 C -0.3459 0.2272 -1.4322
6 C 1.1471 -0.1327 -1.3078
7 N 1.3767 -1.4869 -0.8405
8 C 0.3742 0.3570 2.0158
9 H -2.5148 1.1303 0.5903
10 H -2.1648 -0.7138 -0.7025
11 H -0.7053 -1.1260 0.1545
12 H -0.6858 -0.1723 -2.3910
13 H -0.3960 1.3123 -1.5537
14 H 1.5401 -0.0013 -2.3370
15 H 1.7732 0.5907 -0.8145
16 H 1.0377 -2.1700 -1.4944
17 H 2.3491 -1.6657 -0.6399
18 H 0.4385 -0.6668 1.6901
19 H 0.8538 0.4364 2.9826
20 H 1.1094 0.8157 1.3452

Atomic forces in eV per Å
O 0.24 -0.14 -0.11
C -0.83 0.62 0.86
N 0.04 -0.42 0.38
C 0.37 0.53 -0.86
C 0.32 -0.20 -0.10
C 0.23 -0.08 -1.99
N -0.04 0.23 0.75
C 1.69 -0.11 -0.71
H -0.01 0.14 0.03
H -0.10 0.03 -0.07
H -0.12 -0.09 0.33
H -0.06 -0.18 0.05
H -0.29 -0.05 0.24
H -0.13 -0.13 0.07
H -0.16 0.14 1.07
H 0.01 -0.19 -0.24
H 0.03 -0.04 -0.10
H -0.35 -0.55 0.05
H -0.71 0.25 0.44
H -0.14 0.26 -0.09

Properties
SMILES   CC(=O)NCCCN
Charge   0
Kohn-Sham gap   9.8951 eV
Energy relative to the best compared isomer or geometry (same formula, charge and spin)   25.20 kcal per mole
HOMO energy   -9.08 eV
E_LUMO   0.815 eV
F_max   0.039 hartree/bohr



(3)
Molecular formula: C5H12N2O
Method: DFT, wB97M-V/def2-TZVPD

Cartesian coordinates (Å):
1 C -1.5202 0.1998 -1.3214
2 O -1.8006 -1.0668 -0.7527
3 C -0.0991 0.8117 -1.1133
4 C 0.9205 -0.1771 -0.5710
5 C 0.9446 -0.6162 0.8651
6 C 0.1684 -1.5732 1.3884
7 N 1.8526 0.1369 1.6431
8 N -0.1907 1.9169 -0.1290
9 H -2.3212 0.8805 -0.9771
10 H -1.7114 0.0602 -2.3799
11 H 0.1063 1.1498 -2.1269
12 H 1.9641 0.1845 -0.7076
13 H 0.9954 -1.0156 -1.2988
14 H 0.0791 -1.7183 2.4565
15 H -0.2644 -2.2838 0.7083
16 H 1.9000 -0.1409 2.6164
17 H 1.5748 1.1162 1.6318
18 H -1.7253 -0.9732 0.2064
19 H 0.4187 2.6983 -0.3322
20 H -1.1203 2.1082 0.1682

Atomic forces in eV per Å
C -0.73 -0.22 0.25
O 0.25 0.10 0.15
C -1.39 0.18 1.58
C 2.35 -1.15 -2.08
C -0.88 0.36 0.73
C 0.55 -0.04 -0.27
N -0.43 0.45 0.19
N 0.99 -0.68 -0.55
H 0.49 0.25 -0.10
H 0.16 -0.01 -0.23
H 0.84 0.22 0.11
H -0.67 0.62 -0.08
H -0.57 -0.10 0.71
H 0.24 -0.20 0.02
H -0.44 -0.13 0.06
H -0.15 -0.29 -0.12
H 0.26 0.02 -0.30
H 0.07 -0.14 -0.11
H -0.56 0.08 0.09
H -0.37 0.67 -0.07

Properties
SMILES   C=C(N)C[C@H](N)CO
Charge   0
Kohn-Sham gap   9.4424 eV
Energy relative to the best compared isomer or geometry (same formula, charge and spin)   56.21 kcal per mole
HOMO energy   -8.49 eV
E_LUMO   0.949 eV
F_max   0.065 hartree/bohr



(4)
Molecular formula: C5H12N2O
Method: DFT, wB97M-V/def2-TZVPD

Cartesian coordinates (Å):
1 C 3.8027 -0.4378 -0.0325
2 N 2.8034 -0.3462 -0.8912
3 C 1.5850 0.3664 -0.4257
4 C 0.9612 -0.4489 0.6891
5 C -2.5652 -0.6883 -0.1035
6 C -3.8158 -0.7942 0.4263
7 N -1.2260 1.6163 -0.7959
8 O 3.7537 -0.2625 1.2178
9 H 4.7058 -0.5107 -0.6626
10 H 1.7413 1.3601 0.0619
11 H 0.8765 0.5459 -1.2346
12 H 1.4449 -0.2746 1.5846
13 H -0.0384 -0.0511 0.7139
14 H 0.8219 -1.5457 0.5433
15 H -1.8588 -1.4757 -0.2286
16 H -1.0862 2.3102 -0.0837
17 H -4.1951 -1.7982 0.7473
18 H -4.3683 0.0632 0.5802
19 H -2.0067 0.3163 -0.5177
20 H -1.3358 2.0557 -1.5884

Atomic forces in eV per Å
C 1.17 1.81 2.21
N -4.25 1.01 0.26
C 2.33 -0.06 -0.91
C -1.81 -1.80 -1.07
C -1.60 1.26 0.32
C 3.45 -2.30 -0.90
N 2.60 -3.48 4.74
O 0.50 -0.77 -2.51
H 0.62 -0.52 0.90
H 0.52 -0.50 -0.34
H -0.06 -0.42 -0.14
H 1.05 0.20 1.68
H -0.83 0.38 0.12
H 0.48 0.78 -0.26
H 0.14 -1.01 -0.01
H -0.48 0.47 0.72
H 0.22 1.11 -0.30
H -1.40 1.51 0.28
H -1.36 -0.83 0.86
H -1.29 3.14 -5.66

Properties
Charge   0
Kohn-Sham gap   3.3235 eV
Energy relative to the best compared isomer or geometry (same formula, charge and spin)   249.16 kcal per mole
HOMO energy   -8.03 eV
E_LUMO   -4.709 eV
F_max   0.128 hartree/bohr



(5)
Molecular formula: C5H12N2O
Method: DFT, wB97M-V/def2-TZVPD

Cartesian coordinates (Å):
1 C 1.3420 0.3936 -0.4134
2 C -2.4742 -0.8752 -0.2866
3 C 2.1392 -0.9344 -0.5416
4 C 1.7721 1.2044 0.7984
5 N -1.0282 -0.5356 -0.3844
6 C -0.6221 0.6944 -0.4964
7 N -3.1987 -0.3034 0.8235
8 O -0.9278 1.8384 -0.5652
9 H 0.2841 -0.4918 -0.2552
10 H 1.4840 0.9477 -1.3411
11 H -2.7844 -0.5621 1.7110
12 H -3.2267 0.7080 0.7675
13 H -2.9661 -0.5766 -1.2152
14 H -2.5143 -1.9614 -0.2218
15 H 3.2010 -0.6993 -0.6633
16 H 1.5555 0.6656 1.7255
17 H 2.0387 -1.5571 0.3513
18 H 1.8204 -1.5206 -1.4052
19 H 1.2568 2.1648 0.8344
20 H 2.8485 1.4006 0.7776

Atomic forces in eV per Å
C -0.23 -0.02 0.00
C 0.15 0.11 0.00
C -0.03 0.12 0.02
C -0.02 -0.06 -0.05
N -0.16 -0.07 0.04
C 0.06 0.23 0.06
N 0.09 -0.02 -0.05
O 0.19 -0.39 0.01
H 0.02 0.07 0.01
H -0.01 0.00 0.02
H 0.00 0.02 -0.06
H 0.03 -0.05 -0.01
H 0.03 0.00 0.05
H 0.00 0.05 0.01
H -0.06 -0.01 0.01
H 0.01 0.01 -0.03
H -0.02 0.03 -0.02
H -0.01 0.03 0.04
H 0.00 -0.04 -0.01
H -0.05 -0.02 -0.01

Properties
Charge   0
Kohn-Sham gap   9.8292 eV
Energy relative to the best compared isomer or geometry (same formula, charge and spin)   96.40 kcal per mole
HOMO energy   -8.92 eV
E_LUMO   0.905 eV
F_max   0.008 hartree/bohr



(6)
Molecular formula: C5H12N2O
Method: DFT, wB97M-V/def2-TZVPD

Cartesian coordinates (Å):
1 C -0.6937 1.2843 -1.8140
2 C 0.3359 0.9146 0.1274
3 C -0.6131 0.2753 1.0688
4 C 0.1901 -0.9606 1.0310
5 C 0.6428 -0.5150 -0.3122
6 H -1.8010 1.2154 -1.6035
7 H -0.3924 0.1623 -1.8708
8 H -0.4972 1.8668 -2.6977
9 H 1.3598 1.4252 0.6991
10 H -0.5265 0.8288 2.1358
11 H -1.7058 0.2495 0.6378
12 H 1.1249 -1.2182 1.6128
13 H -1.1666 -2.1495 2.3935
14 H -2.1611 -1.4123 0.8485
15 H 0.0031 -1.1552 -0.9452
16 H 2.4992 0.1592 0.1069
17 H 2.3077 -0.2344 -1.3907
18 N -1.0273 -2.0989 1.2175
19 N 2.1126 -0.6867 -0.5515
20 O 0.0086 2.0494 -0.6932

Atomic forces in eV per Å
C -0.83 0.15 0.84
C 2.62 3.32 0.99
C -1.14 4.80 4.66
C -2.80 -3.10 1.53
C 2.96 -1.52 -1.08
H 1.00 0.51 -0.21
H -0.22 2.89 -0.58
H -0.11 -0.09 -0.43
H -2.75 -1.96 -1.05
H -1.21 -1.12 -2.20
H 2.28 -0.07 1.04
H -1.66 0.51 0.32
H 0.42 0.39 -4.20
H 4.51 -2.90 1.70
H 0.52 0.81 -0.53
H -0.75 -3.00 -1.63
H 0.41 0.53 -2.40
N -1.73 2.44 1.74
N -0.09 1.64 3.47
O -1.40 -4.22 -1.97

Properties
Charge   0
Kohn-Sham gap   9.7988 eV
Energy relative to the best compared isomer or geometry (same formula, charge and spin)   193.90 kcal per mole
HOMO energy   -9.14 eV
E_LUMO   0.662 eV
F_max   0.132 hartree/bohr